{"formula": "C63H78HfN4OP2Si", "method": "ωB97M-V with the def2-TZVPD basis set", "homo_energy_ev": -12.5, "charge": 2, "total_energy_ev": -102358.897, "gap_ha": 0.2420, "species": ["Hf", "C", "Si", "C", "C", "C", "C", "C", "C", "P", "C", "C", "C", "C", "C", "C", "C", "C", "C", "C", "C", "C", "C", "C", "C", "C", "C", "C", "P", "C", "C", "C", "C", "C", "C", "C", "C", "C", "C", "C", "C", "H", "H", "H", "H", "H", "H", "H", "H", "H", "H", "H", "H", "H", "H", "H", "H", "H", "H", "H", "H", "H", "H", "H", "H", "H", "H", "H", "H", "H", "H", "H", "H", "H", "H", "H", "H", "H", "H", "H", "H", "H", "H", "H", "H", "H", "H", "H", "H", "H", "H", "H", "H", "H", "H", "H", "C", "C", "C", "C", "C", "N", "C", "O", "N", "C", "C", "C", "C", "N", "C", "C", "C", "H", "H", "H", "H", "H", "H", "H", "H", "H", "H", "H", "H", "H", "N", "C", "C", "C", "C", "C", "C", "C", "C", "C", "C", "C", "C", "C", "H", "H", "H", "H", "H", "H", "H", "H", "H", "H"], "positions_angstrom": [[-0.0487, 0.0682, -0.3875], [1.8401, -2.5810, 2.1501], [0.3045, -1.5960, 1.6786], [-0.2829, -0.7553, 3.2684], [0.0268, -1.3193, 4.5112], [-0.4920, -0.8143, 5.6928], [-1.3507, 0.2754, 5.6554], [-1.6502, 0.8704, 4.4420], [-1.1058, 0.3793, 3.2491], [-1.4306, 1.2778, 1.6918], [-0.7189, 2.9635, 1.9529], [-1.2400, 3.7751, 3.1649], [-1.0634, 5.2726, 2.9219], [-1.9377, 5.7481, 1.7549], [-2.0202, 4.6876, 0.6431], [-0.7760, 3.8059, 0.6577], [-3.2283, 1.2320, 1.3479], [-3.6220, -0.2465, 1.2129], [-5.0476, -0.3866, 0.6861], [-6.0286, 0.3500, 1.5937], [-5.6276, 1.8131, 1.7468], [-4.2005, 1.9591, 2.2823], [-1.1466, -2.7942, 1.2801], [-1.8735, -3.3616, 2.3370], [-2.9732, -4.1720, 2.1179], [-3.4049, -4.4237, 0.8192], [-2.7143, -3.8786, -0.2455], [-1.5878, -3.0737, -0.0280], [-0.6576, -2.4401, -1.4614], [0.3778, -3.8470, -2.0539], [-0.4655, -4.9682, -2.6704], [0.4405, -6.1110, -3.1368], [1.2684, -6.6627, -1.9812], [2.1163, -5.5572, -1.3620], [1.2420, -4.3876, -0.9092], [-1.8817, -2.1163, -2.7812], [-2.9712, -1.1557, -2.3045], [-4.0553, -0.9689, -3.3781], [-3.4922, -1.0761, -4.8033], [-2.0411, -0.6145, -4.8373], [-1.1464, -1.5615, -4.0266], [1.5925, -3.4530, 2.7597], [2.5280, -1.9546, 2.7232], [2.3806, -2.9411, 1.2768], [0.6803, -2.1823, 4.5574], [-0.2368, -1.2743, 6.6384], [-1.7764, 0.6704, 6.5681], [-2.3054, 1.7286, 4.4373], [0.3255, 2.6941, 2.1628], [-0.7012, 3.4709, 4.0613], [-2.2962, 3.5795, 3.3511], [-0.0091, 5.4852, 2.7246], [-1.3171, 5.8191, 3.8302], [-1.5348, 6.6786, 1.3524], [-2.9413, 5.9789, 2.1175], [-2.1394, 5.1603, -0.3330], [-2.9022, 4.0561, 0.7833], [0.1094, 4.4483, 0.6115], [-0.7480, 3.1674, -0.2263], [-3.3156, 1.6939, 0.3577], [-3.5417, -0.7283, 2.1932], [-2.9252, -0.7808, 0.5574], [-5.3070, -1.4447, 0.6109], [-5.1042, 0.0314, -0.3273], [-6.0321, -0.1286, 2.5784], [-7.0434, 0.2733, 1.2022], [-6.3187, 2.3347, 2.4099], [-5.6907, 2.3104, 0.7714], [-4.1470, 1.5247, 3.2843], [-3.9551, 3.0175, 2.3617], [-1.5759, -3.1558, 3.3582], [-3.5030, -4.6038, 2.9573], [-4.2735, -5.0437, 0.6404], [-3.0688, -4.0716, -1.2509], [1.0353, -3.4326, -2.8291], [-1.0580, -4.6039, -3.5105], [-1.1567, -5.3609, -1.9179], [1.1072, -5.7477, -3.9274], [-0.1741, -6.8959, -3.5792], [1.9014, -7.4823, -2.3217], [0.5968, -7.0748, -1.2208], [2.8374, -5.2205, -2.1111], [2.6939, -5.9321, -0.5156], [1.8483, -3.5873, -0.4816], [0.5800, -4.7432, -0.1122], [-2.3588, -3.0664, -3.0323], [-2.5024, -0.1875, -2.0728], [-3.4317, -1.5187, -1.3858], [-4.5329, 0.0043, -3.2395], [-4.8348, -1.7181, -3.2271], [-4.1012, -0.4859, -5.4877], [-3.5476, -2.1092, -5.1581], [-1.9780, 0.3961, -4.4247], [-1.6721, -0.5547, -5.8618], [-0.2324, -1.0298, -3.7314], [-0.8253, -2.3973, -4.6536], [2.1282, 0.1491, -6.3334], [2.8095, -0.4688, -5.1451], [2.4522, -1.7272, -4.6787], [3.0830, -2.2905, -3.5821], [4.0944, -1.6125, -2.9136], [4.6626, -2.2740, -1.7937], [5.5517, -1.8394, -0.8453], [6.2910, -2.5775, -0.2474], [5.5586, -0.4504, -0.5950], [4.4626, 0.3532, -0.3525], [4.6591, 1.6740, 0.0592], [3.5779, 2.5101, 0.2549], [2.3049, 2.0191, 0.0357], [2.1171, 0.7449, -0.3302], [3.1505, -0.0813, -0.5130], [4.4904, -0.3652, -3.3848], [3.8477, 0.1859, -4.4841], [1.3351, -0.4948, -6.7117], [2.8347, 0.3193, -7.1472], [1.6896, 1.1129, -6.0726], [1.6786, -2.2888, -5.1914], [2.8068, -3.2823, -3.2521], [4.6439, -3.2836, -1.8323], [6.4181, -0.1728, -0.1412], [5.6668, 2.0427, 0.2085], [3.7181, 3.5368, 0.5611], [1.4248, 2.6431, 0.1419], [2.9229, -1.1026, -0.7923], [5.3203, 0.1613, -2.9337], [4.1867, 1.1461, -4.8549], [-0.4660, 1.3984, -1.8153], [-0.7386, 2.2603, -2.7300], [0.2266, 2.5161, -3.8271], [1.5919, 2.5288, -3.5448], [2.5041, 2.8653, -4.5306], [2.0632, 3.1438, -5.8176], [0.7081, 3.0874, -6.1189], [-0.2103, 2.7948, -5.1243], [-1.9813, 3.0615, -2.6947], [-3.1527, 2.5100, -2.1781], [-4.3286, 3.2383, -2.1639], [-4.3391, 4.5441, -2.6404], [-3.1716, 5.1156, -3.1293], [-1.9999, 4.3760, -3.1709], [1.9292, 2.3074, -2.5406], [3.5578, 2.9211, -4.2939], [2.7761, 3.4063, -6.5886], [0.3664, 3.2912, -7.1247], [-1.2677, 2.7815, -5.3540], [-3.1418, 1.4910, -1.8130], [-5.2395, 2.7898, -1.7881], [-5.2580, 5.1151, -2.6323], [-3.1753, 6.1362, -3.4869], [-1.0946, 4.8266, -3.5537]]}


{"formula": "C7H11N", "method": "ωB97M-V with the def2-TZVPD basis set", "homo_energy_ev": [-12.8, -12.8], "s2": 0.762, "multiplicity": 2, "charge": 1, "total_energy_ev": -8917.172, "relative_energy_kcal_mol": 64.4, "gap_ha": [0.3428, 0.1932], "species": ["C", "C", "N", "C", "C", "C", "C", "C", "H", "H", "H", "H", "H", "H", "H", "H", "H", "H", "H"], "positions_angstrom": [[0.2373, 0.8235, -1.6703], [-0.2720, 2.0421, -1.3153], [0.1373, 3.3310, -1.5810], [-0.4124, -0.4560, -1.2066], [0.1306, -0.8046, 0.1080], [-0.5645, -0.9536, 1.2748], [0.2134, -1.5792, 2.3575], [0.5106, -2.8589, 2.3834], [1.0698, 0.8124, -2.3246], [-1.2544, 1.9869, -0.7714], [-0.5819, 3.9548, -1.8982], [1.0760, 3.3416, -1.9495], [-0.1313, -1.2658, -1.9823], [-1.5077, -0.2936, -1.1370], [1.1319, -1.2363, 0.1382], [-1.4942, -0.4856, 1.5424], [0.4727, -0.9001, 3.1594], [0.2729, -3.4930, 1.5413], [0.8667, -3.4070, 3.2807]]}


{"formula": "C3H8N2O2", "method": "ωB97M-V with the def2-TZVPD basis set", "homo_energy_ev": -9.8, "smiles": "[H]/N=C\\C(C)=O.NO", "charge": 0, "total_energy_ev": -10313.414, "relative_energy_kcal_mol": 81.6, "gap_ha": 0.3706, "species": ["H", "N", "C", "C", "C", "O", "H", "H", "H", "H", "N", "O", "H", "H", "H"], "positions_angstrom": [[0.8046, 2.0395, 1.3377], [1.1013, 2.1812, 0.3672], [1.0405, 1.1295, -0.3177], [0.6893, -0.2573, 0.2888], [1.0069, -1.4300, -0.5874], [0.3295, -0.3276, 1.4435], [1.4295, 1.1489, -1.3315], [2.0684, -1.4279, -0.8288], [0.7352, -2.3590, -0.0917], [0.4447, -1.3426, -1.5148], [-2.3106, 0.0808, 0.6129], [-1.5156, 0.2109, -0.5695], [-1.6440, -0.0143, 1.3881], [-2.7779, -0.8187, 0.5118], [-1.4018, 1.1867, -0.7084]]}


{"formula": "C29H26F5InNO", "method": "ωB97M-V with the def2-TZVPD basis set", "homo_energy_ev": -11.0, "charge": 1, "total_energy_ev": -52781.784, "relative_energy_kcal_mol": 22.3, "gap_ha": 0.2218, "species": ["In", "C", "C", "C", "C", "C", "C", "C", "H", "H", "H", "H", "H", "H", "H", "H", "N", "C", "C", "C", "C", "C", "C", "C", "C", "C", "C", "C", "C", "H", "H", "H", "H", "H", "H", "H", "H", "H", "H", "C", "C", "C", "O", "C", "H", "H", "H", "H", "H", "H", "H", "H", "F", "C", "C", "C", "F", "C", "F", "C", "F", "C", "F"], "positions_angstrom": [[0.0658, -0.4417, -0.1109], [2.9938, 0.2584, 2.4686], [2.2552, 1.2982, 1.6523], [2.6065, 1.5345, 0.3210], [1.9712, 2.5244, -0.4245], [0.9555, 3.2851, 0.1411], [0.6034, 3.0685, 1.4686], [1.2503, 2.0895, 2.2146], [2.8963, 0.4541, 3.5368], [4.0551, 0.2508, 2.2216], [2.6181, -0.7516, 2.2831], [3.4326, 0.9807, -0.1129], [2.3000, 2.7339, -1.4361], [0.4728, 4.0658, -0.4340], [-0.1483, 3.6954, 1.9337], [1.0047, 1.9653, 3.2651], [-2.2849, -1.7208, 0.6808], [-3.4687, -1.8551, -0.1305], [-4.5241, -2.5958, 0.3970], [-5.7485, -2.6622, -0.2409], [-5.9430, -1.9263, -1.4014], [-4.8803, -1.2402, -1.9539], [-3.5985, -1.2394, -1.3858], [-2.4551, -0.7805, -2.2379], [-2.6336, -1.0273, -3.7003], [-1.6119, -1.1109, -4.5512], [-0.2373, -0.7593, -4.1778], [-0.0369, -0.2829, -2.7278], [-1.2381, -0.3640, -1.8638], [-2.2556, -0.7739, 1.0220], [-2.3676, -2.3029, 1.5059], [-4.3808, -3.1039, 1.3471], [-6.5503, -3.2582, 0.1788], [-6.9118, -1.9048, -1.8860], [-5.0590, -0.6624, -2.8505], [-3.6207, -1.2768, -4.0594], [-1.7786, -1.4513, -5.5652], [0.5677, -1.2645, -4.6981], [1.6771, 0.6410, -1.8750], [-1.3727, -0.8094, 4.4186], [-1.8599, 0.6416, 4.3352], [-1.7703, 0.9575, 2.8437], [-0.8219, -0.0041, 2.2965], [-0.2870, -0.8186, 3.3698], [-2.1732, -1.5021, 4.1507], [-0.9948, -1.0793, 5.4037], [-1.1937, 1.2907, 4.9063], [-2.8725, 0.7745, 4.7106], [-1.4188, 1.9640, 2.6367], [-2.7282, 0.8159, 2.3400], [0.6285, -0.3616, 3.7510], [-0.0476, -1.8028, 2.9683], [-0.9648, 1.5730, -4.0420], [0.0427, 0.6866, -3.8788], [1.3001, -0.3618, -2.0418], [2.3474, -1.1464, -2.6850], [2.5996, -2.3961, -2.2840], [2.9469, -0.6328, -3.7540], [3.9008, -1.2941, -4.4026], [2.5768, 0.6645, -4.3226], [3.5992, 1.3259, -4.8811], [1.3759, 1.2498, -4.3027], [1.2821, 2.4849, -4.7849]]}


{"formula": "C5H11S", "method": "ωB97M-V with the def2-TZVPD basis set", "homo_energy_ev": -2.2, "charge": -1, "total_energy_ev": -16197.964, "relative_energy_kcal_mol": 16.9, "gap_ha": 0.2283, "species": ["C", "C", "C", "C", "H", "H", "H", "H", "H", "H", "H", "H", "C", "S", "H", "H", "H"], "positions_angstrom": [[-0.1657, 2.2387, 0.4586], [-0.1992, 0.8692, 1.1696], [-0.7424, -0.2563, 0.5914], [-0.9473, -1.5227, 1.2406], [-0.6680, 2.2900, -0.4928], [-0.6734, 3.0073, 1.1171], [0.8642, 2.5962, 0.3581], [0.2260, 0.8247, 2.1259], [-0.9448, -0.2182, -0.4708], [-1.0841, -1.4338, 2.3531], [-1.8322, -2.0215, 0.7775], [-0.1023, -2.2451, 1.0811], [1.3367, -0.8115, -2.0515], [-0.4144, -1.2748, -2.2300], [2.0253, -1.5799, -1.4811], [1.8172, -0.6281, -3.0373], [1.5044, 0.1657, -1.5095]]}